DFT (ωB97M-V/def2-TZVPD) results for C24H26IrN7O2 as an isolated structure.

Geometry as XYZ:
```
60
Properties=species:S:1:pos:R:3:forces:R:3:mulliken_spin:R:1
Ir 0.365176 -0.643917 -0.178321 0.012 -0.354 0.111 0.00
C -2.086287 -2.088297 0.777530 -0.014 0.011 0.078 0.01
N -1.401122 -1.652702 -0.488612 -0.010 0.078 -0.097 0.00
C -0.970506 -2.865276 -1.259819 -0.084 0.000 -0.063 0.00
C 0.235040 -3.459011 -0.583825 0.027 -0.130 0.049 0.00
C 0.511925 -4.808349 -0.536251 -0.027 0.056 -0.011 0.00
C 1.690867 -5.229181 0.070898 0.013 -0.036 0.004 0.00
C 2.548036 -4.291051 0.620333 0.003 0.017 0.006 0.00
C 2.207881 -2.951775 0.551899 -0.024 -0.043 -0.029 0.00
N 1.076575 -2.554364 -0.039204 0.127 0.111 0.003 0.00
C -2.243624 -0.728118 -1.290753 -0.034 0.104 0.057 0.04
C -2.101226 0.688658 -0.771524 0.099 -0.070 -0.077 0.05
C -3.240030 1.514031 -0.750948 -0.065 0.090 0.043 0.28
C -3.161347 2.799195 -0.181558 0.080 -0.094 -0.071 -0.03
C -1.959775 3.229669 0.266245 -0.055 0.026 0.035 0.27
C -0.713428 2.420496 0.129241 0.074 0.165 0.073 -0.03
N -0.898313 1.056704 -0.364774 -0.150 -0.185 -0.067 0.29
C -1.487777 -1.468017 2.010054 -0.025 0.062 -0.014 0.00
C -2.053082 -1.639012 3.262801 0.003 0.006 -0.043 0.00
C -1.418555 -1.080506 4.359168 -0.004 -0.001 0.025 0.00
C -0.241059 -0.365582 4.173034 0.008 0.010 -0.007 0.00
C 0.258666 -0.234545 2.895416 -0.024 -0.057 0.018 0.00
N -0.356903 -0.779173 1.833135 0.007 0.043 -0.054 0.00
H -3.151783 -1.866216 0.710494 0.001 0.004 0.001 0.00
H -1.995375 -3.172729 0.856711 -0.010 0.005 0.000 0.00
H -1.787245 -3.584806 -1.342165 0.003 0.002 0.006 0.00
H -0.699306 -2.533553 -2.263133 -0.011 -0.006 0.006 0.00
H -0.175666 -5.520594 -0.972240 0.000 -0.005 0.003 0.00
H 1.931816 -6.283004 0.113604 0.002 0.001 0.001 0.00
H 3.471105 -4.584829 1.098918 0.003 0.002 0.000 0.00
H 2.838075 -2.170487 0.953898 0.006 -0.003 0.004 0.00
H -1.893167 -0.759467 -2.323768 0.039 0.021 0.008 0.02
H -3.288553 -1.041113 -1.282053 0.004 -0.009 -0.020 -0.01
H -4.179929 1.125999 -1.117683 0.005 0.005 -0.017 0.00
H -4.048821 3.409165 -0.082684 0.000 0.006 0.014 0.01
H -1.867556 4.188120 0.762092 -0.020 -0.013 0.034 0.00
H -0.252851 2.342299 1.123725 0.073 -0.004 -0.058 0.05
H -2.968427 -2.205186 3.374785 -0.001 0.002 0.014 0.00
H -1.833596 -1.203542 5.350631 -0.004 0.001 -0.001 0.00
H 0.282582 0.078617 5.007344 0.004 -0.001 -0.001 0.00
H 1.177352 0.299781 2.689733 0.006 0.001 0.012 0.00
N 3.522613 5.574918 -0.047649 0.009 -0.030 -0.005 0.00
C 2.506509 4.812071 -0.272898 -0.048 0.044 -0.002 0.00
C 2.629086 3.340254 -0.280414 0.039 -0.010 -0.031 0.01
N 1.631489 2.597400 -0.507573 0.087 0.087 -0.017 0.00
C 0.350407 3.177592 -0.769427 -0.137 -0.017 0.000 0.05
C 0.296620 4.670576 -0.717502 0.001 -0.030 -0.005 0.00
N 1.303996 5.432081 -0.501907 0.018 0.036 0.012 0.00
H 4.452749 5.208740 0.120052 0.002 -0.001 0.000 0.00
H 3.398880 6.584925 -0.049812 -0.011 0.003 -0.002 0.00
H 3.597371 2.886404 -0.079168 -0.003 -0.011 -0.001 0.00
H 0.080858 2.927887 -1.808194 0.005 -0.029 0.017 0.00
H -0.643115 5.168395 -0.945333 -0.008 -0.006 0.010 -0.01
C 1.276353 -0.710579 -3.876483 -0.011 -0.002 0.002 0.00
O 2.136300 -0.265712 -2.797783 -0.037 -0.027 -0.029 0.00
C 1.692773 -0.333451 -1.593072 0.087 0.097 0.070 0.00
O 2.383845 -0.032821 -0.602475 -0.031 0.083 0.003 0.00
H 1.710076 -0.308185 -4.784779 0.000 0.001 0.002 0.00
H 0.269512 -0.321275 -3.733538 0.001 -0.006 0.004 0.00
H 1.283893 -1.797549 -3.914442 0.004 0.004 -0.003 0.00
```
Forces are in eV/Å.

Calculated values
**2S+1**: 2
**Total charge**: +3
**ΔE to the lowest compared entry with this formula, charge and spin**: 0.0000 eV
**Kohn-Sham gap (spin up / spin down)**: 6.801 / 7.444 eV
**Highest occupied orbital energy (spin up / spin down)**: -16.66 / -17.67 eV
**LUMO (spin up / spin down)**: -0.3622 / -0.3757 Eh
**Maximum force**: 0.37 eV/Å
**Expectation value of S²**: 0.78
**E_tot**: -42648.925 eV